Record 1
Here is a structure of composition C56H32Cl2I4MnN10 from the Open Molecules 2025 dataset. Energies are from ωB97M-V with the def2-TZVPD basis set.

XYZ file:
```
105
Properties=species:S:1:pos:R:3:forces:R:3:lowdin_charge:R:1
Mn -0.099 -0.117 0.196 0.4 -0.1 0.2 0.9068
I -6.409 -5.567 -5.050 0.1 0.1 0.1 0.7717
C -5.154 -4.313 -3.915 0.0 -0.2 -0.1 -0.7397
C -5.423 -2.957 -3.854 0.1 0.1 0.1 -0.1593
C -4.591 -2.134 -3.106 -0.1 0.0 0.1 -0.0323
C -3.495 -2.644 -2.402 -0.1 -0.1 0.0 -0.1778
C -3.250 -4.019 -2.503 0.0 0.1 0.0 -0.0296
C -4.068 -4.857 -3.250 0.0 0.1 0.0 -0.1572
C -2.635 -1.783 -1.552 0.1 -0.3 0.8 -0.0691
C -2.419 -2.204 -0.239 0.0 0.3 -1.0 -0.2435
C -3.180 -3.232 0.432 0.1 -0.3 0.4 -0.0264
C -2.630 -3.382 1.662 -0.4 -0.2 -0.4 -0.0417
C -1.548 -2.428 1.767 0.5 0.3 0.2 -0.2580
C -0.764 -2.223 2.934 -0.2 0.1 -0.3 -0.1226
C -0.353 -3.360 3.715 0.1 -0.1 0.0 -0.1823
C 0.363 -3.252 4.939 0.0 -0.1 0.0 -0.0376
C 0.819 -4.355 5.640 -0.1 0.0 -0.1 -0.1791
C 0.598 -5.633 5.148 0.1 -0.2 0.1 -0.7656
I 1.335 -7.310 6.189 -0.1 0.1 -0.1 0.7281
C -0.046 -5.801 3.929 -0.1 0.1 0.0 -0.1843
C -0.492 -4.694 3.229 0.0 0.0 0.1 -0.0569
C -0.382 -0.843 3.287 0.0 0.0 0.1 -0.2728
N -0.091 0.113 2.363 0.1 0.1 0.0 0.0138
C 0.165 1.272 3.056 -0.1 0.0 0.2 -0.3451
C 0.634 2.511 2.489 -0.2 -0.1 -0.3 -0.1524
C 0.550 3.685 3.415 -0.1 0.0 0.0 -0.2067
C 1.598 4.113 4.215 0.2 0.0 0.0 -0.0204
C 1.469 5.237 5.028 0.0 -0.1 0.0 -0.1582
C 0.272 5.927 5.031 -0.1 0.1 0.1 -0.7351
I 0.072 7.649 6.229 0.0 -0.1 -0.1 0.7695
C -0.804 5.515 4.255 0.1 -0.1 0.0 -0.1518
C -0.652 4.394 3.453 0.0 0.0 0.1 -0.0089
C 1.019 2.791 1.228 -0.1 0.1 0.2 -0.1928
C 1.236 4.156 0.741 0.0 0.0 -0.1 -0.0092
C 0.775 4.240 -0.509 0.1 0.1 0.1 -0.0139
C 0.263 2.932 -0.911 0.0 -0.2 -0.1 -0.1712
N 0.812 1.938 0.043 0.4 0.3 0.2 -0.0762
C -0.539 2.674 -1.958 0.0 -0.1 0.3 -0.0821
C -1.219 1.423 -2.282 0.1 -0.1 -0.4 -0.2770
C -1.747 1.120 -3.552 0.2 0.2 0.1 -0.0794
C -2.296 -0.150 -3.461 0.0 -0.2 0.2 -0.0676
C -2.117 -0.573 -2.125 0.2 0.3 -0.4 -0.2717
N -1.423 0.388 -1.427 -0.2 0.0 0.0 0.0437
C -0.770 3.794 -2.913 -0.2 0.0 -0.1 -0.1904
C -2.062 4.249 -3.182 0.0 0.1 0.0 -0.0219
C -2.290 5.283 -4.080 0.0 -0.1 0.1 -0.1577
C -1.206 5.864 -4.720 0.0 0.1 -0.1 -0.7357
I -1.536 7.438 -6.082 0.0 -0.1 0.1 0.7704
C 0.087 5.430 -4.485 0.0 -0.1 0.1 -0.1517
C 0.295 4.393 -3.581 0.1 0.0 -0.1 -0.0244
C -0.004 1.060 4.427 0.0 0.1 -0.1 -0.0577
C -0.347 -0.283 4.580 -0.1 -0.1 0.0 -0.0774
N -1.457 -1.705 0.622 -0.7 -0.5 0.2 0.0422
H -6.277 -2.541 -4.373 0.0 0.0 0.0 0.0858
H -4.810 -1.076 -3.035 0.0 0.0 0.0 0.1188
H -2.389 -4.428 -1.990 0.0 0.0 0.0 0.1219
H -3.854 -5.915 -3.316 0.0 0.0 0.0 0.0872
H -4.056 -3.728 0.045 0.0 0.0 0.0 0.1031
H -2.980 -4.009 2.468 0.0 0.0 0.0 0.1059
H 0.592 -2.275 5.334 0.0 -0.1 0.0 0.0761
H 1.349 -4.213 6.574 0.0 0.0 0.0 0.0837
H -0.185 -6.792 3.515 0.0 0.0 0.0 0.0826
H -0.931 -4.856 2.255 0.1 0.0 0.0 0.0937
H 2.536 3.567 4.205 -0.1 0.0 0.0 0.1250
H 2.295 5.564 5.645 0.0 0.0 0.0 0.0859
H -1.740 6.057 4.269 0.0 0.0 0.0 0.0863
H -1.476 4.053 2.834 0.0 0.0 0.0 0.1326
H 1.637 4.963 1.336 0.0 0.0 0.0 0.1109
H 0.713 5.134 -1.110 0.0 0.0 0.0 0.1046
H -1.681 1.748 -4.430 -0.1 0.0 0.0 0.0997
H -2.749 -0.719 -4.258 0.0 0.0 0.0 0.0920
H -2.895 3.782 -2.671 0.0 0.0 0.0 0.1254
H -3.297 5.625 -4.279 0.0 0.0 0.0 0.0854
H 0.923 5.881 -5.001 0.0 0.0 0.0 0.0882
H 1.300 4.027 -3.396 0.0 0.0 0.0 0.1045
H 0.120 1.802 5.204 0.0 -0.1 0.0 0.0942
H -0.627 -0.772 5.500 0.0 0.0 0.0 0.0839
N 2.358 -3.847 0.809 0.1 -0.1 0.1 0.0406
C 1.808 -2.704 1.224 0.0 0.2 0.4 -0.1474
N 1.464 -1.980 0.190 0.1 0.1 -0.7 0.1252
C 1.847 -2.756 -0.875 -0.1 0.1 0.3 -0.2920
N 2.395 -3.900 -0.535 0.0 -0.1 -0.1 0.1179
C 1.698 -2.339 -2.273 0.0 -0.1 0.0 -0.2013
C 2.141 -3.126 -3.332 0.1 -0.2 -0.1 -0.0856
N 2.073 -2.712 -4.593 0.0 0.0 0.2 0.0681
C 1.581 -1.489 -4.774 0.0 -0.1 0.0 -0.1220
C 1.117 -0.717 -3.719 0.0 0.2 -0.1 -0.0936
N 1.147 -1.155 -2.470 0.1 0.3 0.1 0.1649
H 2.696 -4.618 1.356 0.0 0.0 0.1 0.1511
H 1.679 -2.435 2.260 0.0 0.0 0.0 0.1186
H 2.559 -4.109 -3.144 0.0 0.1 0.0 0.1036
H 1.555 -1.117 -5.791 0.0 0.0 0.0 0.0983
H 0.726 0.278 -3.877 -0.1 0.0 0.0 0.0995
Cl 2.952 0.477 2.239 0.1 -0.1 0.0 0.7727
C 3.828 0.589 0.740 0.0 0.1 -0.2 -0.5811
C 5.084 0.010 0.736 0.1 0.1 -0.1 -0.1801
C 5.907 0.040 -0.378 0.1 -0.1 0.0 -0.1580
C 5.443 0.720 -1.502 -0.1 0.0 0.0 -0.1781
C 4.194 1.290 -1.505 0.0 -0.1 0.2 -0.5958
Cl 3.747 2.197 -2.938 -0.1 -0.1 0.0 0.6121
C 3.226 1.204 -0.417 0.0 -0.2 0.2 -0.3608
N 2.020 1.627 -0.754 0.0 0.1 -0.5 0.0295
H 5.420 -0.478 1.644 -0.1 0.0 0.0 0.0838
H 6.883 -0.430 -0.369 0.0 0.0 0.0 0.0758
H 6.068 0.826 -2.380 0.0 0.0 0.0 0.0834
```
Positions in Å, forces in eV/Å.

Summary:
ΔE to the lowest compared entry with this formula, charge and spin in kcal/mol: 2.86
Calculated total energy in eV: -162261.929
E_HOMO (alpha / beta) in eV: -1.0 / -0.9
Lowest unoccupied orbital energy (alpha / beta) in Eh: 0.109 / 0.109
Spin multiplicity: 6
Total charge: -2


Record 2
Here is a structure of composition C56H34Cl4N5Os from the Open Molecules 2025 dataset. Energies are from ωB97M-V with the def2-TZVPD basis set.

XYZ file:
```
100
Properties=species:S:1:pos:R:3:forces:R:3:lowdin_charge:R:1
Os 0.339 -0.134 -0.158 -0.1 0.9 -1.1 1.4395
Cl -5.243 4.136 5.857 0.0 0.0 0.0 0.6979
C -4.220 3.593 4.571 0.0 0.0 0.1 -0.6649
C -2.851 3.515 4.767 0.0 0.0 0.0 -0.0846
C -2.042 3.079 3.735 0.0 0.0 0.1 -0.0357
C -2.565 2.742 2.482 0.1 -0.1 -0.2 -0.1524
C -3.956 2.764 2.344 0.0 0.1 0.0 -0.0320
C -4.779 3.198 3.368 0.0 0.0 0.0 -0.0932
C -1.654 2.241 1.427 -0.3 0.0 0.0 -0.0395
C -0.308 2.449 1.465 0.3 0.1 -0.1 -0.1970
C 0.325 3.649 2.000 -0.1 -0.1 0.0 0.0176
C 1.553 3.704 1.479 0.2 -0.1 0.0 0.0397
C 1.781 2.461 0.750 0.0 -0.1 0.4 -0.2027
C 3.045 2.059 0.342 0.1 0.2 0.0 -0.0870
C 4.146 3.070 0.396 0.0 -0.1 0.0 -0.2277
C 5.079 3.073 1.428 0.0 0.0 0.0 -0.0305
C 6.091 4.020 1.469 0.0 0.0 0.0 -0.0878
C 6.166 4.973 0.465 0.0 0.0 0.0 -0.6652
Cl 7.430 6.158 0.507 0.0 0.0 0.0 0.6875
C 5.246 4.993 -0.569 0.0 0.0 0.0 -0.0874
C 4.238 4.040 -0.597 0.0 0.0 0.0 -0.0168
C 3.338 0.758 -0.018 0.0 -0.2 0.1 -0.2054
N 2.454 -0.266 -0.181 0.2 -0.1 0.1 -0.0137
C 3.234 -1.385 -0.468 -0.1 0.1 -0.1 -0.1966
C 2.784 -2.598 -0.900 0.1 0.0 0.1 -0.0779
C 3.688 -3.781 -0.917 0.0 0.1 -0.1 -0.2189
C 4.041 -4.404 0.276 0.0 0.0 0.0 -0.0175
C 4.881 -5.507 0.279 0.0 0.0 0.0 -0.0876
C 5.374 -5.984 -0.925 0.0 0.0 0.0 -0.6649
Cl 6.434 -7.354 -0.930 0.0 0.0 0.0 0.6917
C 5.035 -5.381 -2.126 0.0 0.0 0.0 -0.0877
C 4.191 -4.282 -2.114 -0.1 -0.1 0.0 -0.0174
C 1.433 -2.740 -1.286 0.1 -0.1 -0.2 -0.2081
C 0.715 -4.009 -1.408 0.0 0.0 0.1 0.0538
C -0.591 -3.741 -1.375 0.1 0.1 0.1 0.0521
C -0.752 -2.239 -1.367 -0.2 -0.4 0.5 -0.4227
N 0.602 -1.730 -1.397 0.0 -0.1 -0.2 -0.0082
C -2.161 -0.363 -2.654 0.1 -0.4 -0.1 -0.0418
C -2.203 0.643 -1.767 0.2 0.4 0.1 -0.1675
C -3.136 1.761 -1.849 0.1 0.0 0.0 0.0383
C -3.148 2.354 -0.650 0.1 -0.1 0.2 0.0235
C -2.118 1.701 0.167 -0.2 0.3 0.0 -0.1827
N -1.510 0.768 -0.526 0.0 -0.2 -0.2 -0.0223
C -2.831 -0.185 -3.979 0.1 0.0 0.0 -0.2088
C -4.212 -0.125 -4.132 0.0 0.0 0.0 -0.0407
C -4.777 0.047 -5.386 0.0 0.0 0.0 -0.0825
C -3.950 0.156 -6.493 0.0 0.0 0.0 -0.6623
Cl -4.649 0.380 -8.060 0.0 0.0 0.0 0.6976
C -2.573 0.083 -6.364 0.0 0.0 0.0 -0.0827
C -2.020 -0.094 -5.107 0.0 0.0 -0.1 -0.0100
C 4.647 -1.039 -0.392 -0.1 -0.1 0.1 0.0366
C 4.708 0.279 -0.191 0.0 0.1 0.0 0.0345
N 0.640 1.725 0.720 -0.4 0.3 0.5 -0.0356
H -2.428 3.770 5.729 0.0 0.0 0.0 0.1140
H -0.986 2.955 3.932 -0.1 0.0 0.0 0.1141
H -4.429 2.407 1.445 0.0 0.0 -0.1 0.1004
H -5.852 3.210 3.243 0.0 0.0 0.0 0.1134
H -0.179 4.406 2.575 0.0 0.0 0.0 0.1211
H 2.280 4.491 1.586 0.0 0.0 0.0 0.1259
H 5.010 2.331 2.214 0.0 0.0 0.0 0.1285
H 6.813 4.026 2.273 0.0 0.0 0.0 0.1102
H 5.322 5.743 -1.344 0.0 0.0 0.0 0.1101
H 3.514 4.051 -1.402 0.0 0.0 0.0 0.1264
H 3.657 -4.021 1.214 0.0 0.0 0.0 0.1239
H 5.154 -5.996 1.204 0.0 0.0 0.0 0.1101
H 5.432 -5.767 -3.054 0.0 0.0 0.0 0.1106
H 3.925 -3.804 -3.049 0.0 0.0 0.0 0.1262
H 1.192 -4.975 -1.443 0.0 0.0 0.0 0.1256
H -1.398 -4.453 -1.416 0.0 0.0 0.0 0.1264
H -3.737 2.011 -2.706 0.0 0.0 0.0 0.1221
H -3.719 3.216 -0.356 0.0 0.0 0.1 0.1174
H -4.854 -0.228 -3.266 0.0 0.0 0.0 0.1279
H -5.849 0.094 -5.508 0.0 0.0 0.0 0.1121
H -1.943 0.166 -7.239 0.0 0.0 0.0 0.1121
H -0.942 -0.144 -5.001 0.0 0.0 0.0 0.1286
H 5.454 -1.732 -0.555 0.0 0.0 0.0 0.1265
H 5.584 0.903 -0.151 0.0 0.0 0.0 0.1218
N 0.118 -1.914 2.728 0.1 -0.1 0.2 0.1018
C -1.093 -1.318 3.084 0.1 -0.1 0.0 -0.2667
C -1.245 -0.796 4.373 0.1 0.1 0.0 -0.0259
C -2.433 -0.231 4.792 -0.1 0.0 -0.1 -0.0730
C -3.517 -0.175 3.923 0.1 0.0 0.1 -0.0875
C -3.364 -0.665 2.641 0.0 0.1 0.0 -0.0429
C -2.168 -1.238 2.189 -0.2 0.0 0.0 -0.1443
C -2.125 -1.763 0.804 0.2 -0.2 -0.4 -0.1678
C -3.191 -2.443 0.307 -0.3 0.0 -0.2 0.0213
C -3.587 -2.779 -1.071 0.1 0.1 0.3 -0.0441
C -3.020 -2.513 -2.253 0.1 0.1 -0.1 -0.0306
C -1.688 -1.799 -2.478 -0.4 0.1 0.1 -0.1397
C -0.975 -1.506 -0.044 0.2 -0.1 0.5 -0.1549
H 0.734 -2.053 3.517 0.0 0.0 0.0 0.0919
H 0.045 -2.759 2.180 0.0 0.1 -0.1 0.0904
H -0.412 -0.871 5.062 0.0 0.0 0.0 0.1125
H -2.517 0.157 5.799 0.0 0.0 0.0 0.1118
H -4.458 0.255 4.234 0.0 0.0 0.0 0.1075
H -4.192 -0.574 1.947 0.0 -0.1 0.0 0.1181
H -3.950 -2.719 1.032 -0.1 0.1 0.0 0.1201
H -4.548 -3.277 -1.128 0.0 -0.1 0.1 0.1135
H -3.569 -2.784 -3.145 0.0 0.0 0.0 0.1264
H -1.257 -2.128 -3.428 -0.1 -0.1 0.0 0.1641
```
Positions in Å, forces in eV/Å.

Summary:
ΔE to the lowest compared entry with this formula, charge and spin in kcal/mol: 24.36
Calculated total energy in eV: -118623.808
E_HOMO (alpha / beta) in eV: -9.7 / -9.7
Lowest unoccupied orbital energy (alpha / beta) in Eh: -0.161 / -0.161
Total charge: +1


Question: Look up the total charge of the first one.
Answer: -2